[1]
This record from the Open Molecules 2025 dataset describes a molecular structure, C14H24ClN4OPSSm. The level of theory is ωB97M-V/def2-TZVPD.

Calculated values
LUMO level (alpha / beta) = -3.19 / -3.15 eV
Spin multiplicity = 6
E_HOMO (alpha / beta) = -10.77 / -10.78 eV
Net charge = +1

Each line ends with the natural charge from an NBO analysis.
Atoms and positions in Å:
Sm -0.02006 0.64889 -0.51101  1.734
C 2.07453 -5.40140 0.07499  -0.616
C 2.49547 -4.33346 -0.92171  -0.219
N 1.37522 -3.57067 -1.46246  -0.570
C 0.77732 -2.55512 -0.82516  0.338
S -0.55998 -1.77718 -1.68037  -0.394
N 1.22432 -2.30079 0.38889  -0.463
N 0.77549 -1.12815 0.93933  -0.346
C 0.81228 -1.04819 2.22063  0.271
C 1.16781 -2.21161 3.08234  -0.685
C 0.48337 0.28781 2.79628  0.180
C 0.77993 0.61518 4.10821  -0.223
C 0.49959 1.89566 4.56558  -0.121
C -0.08506 2.80989 3.70785  -0.245
C -0.36243 2.39976 2.41622  0.079
N -0.07382 1.18182 1.96325  -0.519
H 2.95573 -5.91081 0.46725  0.220
H 1.43363 -6.14652 -0.39763  0.211
H 1.53602 -4.95625 0.91070  0.215
H 2.99235 -4.78873 -1.77814  0.207
H 3.19453 -3.63539 -0.46373  0.213
H 1.01009 -3.80538 -2.36885  0.413
H 0.72574 -3.11313 2.66346  0.261
H 0.82158 -2.07834 4.10434  0.225
H 2.24963 -2.36911 3.09022  0.254
H 1.24228 -0.11164 4.75949  0.238
H 0.74175 2.17252 5.58330  0.237
H -0.32216 3.81561 4.02253  0.241
H -0.82107 3.07717 1.70575  0.211
Cl 1.50028 2.98371 -0.44884  -0.101
C 1.66435 1.77729 -1.87078  -0.861
H 2.71073 1.47832 -1.84450  0.223
H 1.52082 2.39378 -2.75774  0.206
C -1.91007 3.90042 -2.34021  -1.018
P -2.46508 2.22332 -2.12455  1.945
C -1.78595 1.24940 -3.45778  -1.033
C -4.23462 2.20119 -2.27890  -1.010
O -2.01195 1.66247 -0.76692  -1.131
H -2.17857 4.26710 -3.33193  0.265
H -0.82659 3.94339 -2.21761  0.270
H -2.37599 4.53411 -1.58508  0.268
H -2.12193 1.64101 -4.41919  0.274
H -2.11560 0.21487 -3.35710  0.279
H -0.69403 1.28059 -3.44147  0.270
H -4.53277 2.63236 -3.23538  0.264
H -4.67395 2.78081 -1.46687  0.271
H -4.59316 1.17340 -2.21671  0.273

Forces on atoms 1 to 2 (eV/Å):
0.28 -0.16 0.22
-0.01 -0.03 0.02

***

[2]
This record from the Open Molecules 2025 dataset describes a molecular structure, C12H7N2O5Y. The level of theory is ωB97M-V/def2-TZVPD.

Calculated values
LUMO level = -9.35 eV
E_HOMO = -15.19 eV
Net charge = +2

Each line ends with the natural charge from an NBO analysis.
Atoms and positions in Å:
O -5.19382 -0.44079 -1.38156  -0.391
C -4.47025 0.01956 -0.58183  0.554
Y -1.64459 1.09854 -0.40146  1.246
O -3.14542 0.57725 -3.63165  -0.275
C -2.64250 0.70612 -2.60077  0.465
C -0.00578 2.71504 -1.33199  0.503
O 0.82111 3.45563 -1.67527  -0.322
C -1.16967 2.25806 1.49251  0.430
O -1.06824 2.97271 2.40082  -0.363
C -2.56623 3.33524 -0.62323  0.492
O -2.90084 4.43935 -0.63110  -0.322
H -3.12766 1.54167 0.97503  -0.231
N 2.66404 0.12883 1.30615  -0.477
C 1.64423 0.98064 1.05412  0.256
N 0.63807 0.30837 0.48301  -0.633
C 1.00928 -1.04189 0.37600  0.070
C 0.36518 -2.13145 -0.24611  -0.219
C 1.06429 -3.36169 -0.26111  -0.175
C 2.36862 -3.47901 0.31438  -0.168
C 3.02284 -2.35033 0.89052  -0.191
C 2.30023 -1.16092 0.91025  0.109
H 3.56884 0.39117 1.68679  0.456
H 1.65760 2.04041 1.28746  0.235
H -0.63779 -1.95076 -0.69501  0.184
H 0.57506 -4.23895 -0.73058  0.254
H 2.84121 -4.47359 0.28533  0.260
H 4.03221 -2.33921 1.32933  0.254

Forces on atoms 1 to 2 (eV/Å):
3.34 2.38 4.34
-3.32 -2.68 -4.51

***

Strongest force on any atom for the records above, in order: 0.69, 6.67 eV/Å
Energy for the records above, in order: -2699.7542, -984.8850 a.u.
Energy above the lowest of the compared OMol25 structures with the same formula, charge and spin for the records above, in order: 0.0, 0.0 kcal per mole